Computed, not measured: a molecular structure, C44H45BrF5N4O2PSeTeW at a distorted geometry, with the ωB97M-V functional and the def2-TZVPD basis.

Structure (XYZ):
```
105
Properties=species:S:1:pos:R:3
W -0.84 0.30 -0.14
Br -2.85 5.83 4.51
C -2.12 4.64 3.26
C -1.41 5.14 2.16
C -0.86 4.29 1.22
C -1.03 2.92 1.36
O -0.47 2.10 0.47
C -1.72 2.41 2.46
C -1.88 1.00 2.68
N -1.43 0.03 1.94
C -1.62 -1.32 2.37
C -2.33 -1.74 3.46
C -2.43 -3.12 3.75
C -1.83 -4.05 2.95
C -1.08 -3.64 1.83
C -0.41 -4.53 0.95
C 0.31 -4.03 -0.10
C 0.36 -2.65 -0.30
N -0.25 -1.79 0.50
C -0.98 -2.27 1.55
C -2.27 3.29 3.41
H -1.29 6.21 2.05
H -0.31 4.68 0.37
H -2.38 0.74 3.61
H -2.84 -1.06 4.13
H -3.00 -3.43 4.61
H -1.91 -5.11 3.17
H -0.48 -5.60 1.13
H 0.83 -4.68 -0.79
H 0.92 -2.23 -1.12
H -2.81 2.89 4.26
C 4.25 -0.36 3.76
C 4.66 1.08 3.46
C 3.78 2.12 4.14
C 2.36 2.20 3.58
N 2.35 2.67 2.19
C 2.17 1.95 1.07
Se 1.59 0.15 1.07
N 2.36 2.73 0.00
C 2.35 2.35 -1.41
C 3.76 2.29 -1.99
C 4.65 1.23 -1.34
C 4.28 -0.19 -1.75
C 2.67 4.01 0.44
C 2.91 5.19 -0.26
C 3.16 6.32 0.50
C 3.16 6.28 1.91
C 2.92 5.11 2.60
C 2.67 3.97 1.83
H 5.01 -1.06 3.41
H 3.31 -0.63 3.28
H 4.13 -0.51 4.83
H 4.68 1.26 2.38
H 5.69 1.24 3.79
H 4.24 3.11 4.08
H 3.69 1.89 5.20
H 1.75 2.90 4.15
H 1.86 1.23 3.60
H 1.73 3.07 -1.93
H 1.86 1.38 -1.48
H 4.23 3.27 -1.92
H 3.65 2.07 -3.06
H 4.62 1.33 -0.25
H 5.69 1.42 -1.62
H 3.24 -0.43 -1.49
H 4.91 -0.93 -1.25
H 4.40 -0.33 -2.83
H 2.90 5.23 -1.34
H 3.35 7.26 0.01
H 3.36 7.19 2.46
H 2.91 5.08 3.68
C -2.85 -1.40 -5.32
P -2.28 -2.00 -3.69
C -3.84 -2.51 -2.88
C -3.80 -3.44 -1.83
C -4.93 -3.73 -1.10
C -6.14 -3.09 -1.36
C -6.20 -2.14 -2.37
C -5.05 -1.83 -3.10
C -1.49 -3.59 -4.09
C -0.10 -3.55 -4.28
C 0.60 -4.69 -4.63
C -0.07 -5.90 -4.77
C -1.44 -5.95 -4.58
C -2.15 -4.81 -4.25
H -3.68 -1.98 -5.72
H -2.01 -1.47 -6.01
H -3.14 -0.35 -5.28
H -2.87 -3.96 -1.62
H -4.88 -4.47 -0.31
H -7.02 -3.33 -0.78
H -7.12 -1.63 -2.58
H -5.15 -1.15 -3.95
H 0.42 -2.61 -4.16
H 1.67 -4.64 -4.79
H 0.47 -6.79 -5.04
H -1.97 -6.89 -4.70
H -3.23 -4.86 -4.12
F 0.27 -0.30 -1.52
Te -3.48 0.24 -1.72
F -2.76 1.29 0.01
F -4.30 1.93 -1.88
F -1.33 1.33 -1.76
F -4.82 -0.20 -0.51
O -2.23 -0.86 -0.53
```

## Properties
ΔE to the lowest compared entry with this formula, charge and spin (kcal per mole): 3.0
Lowest unoccupied orbital energy (eV): -6.720
Charge: +2
HOMO (eV): -12.9

Computed, not measured: a molecular structure, C44H46N3O3P2S3Ta at a distorted geometry, with the ωB97M-V functional and the def2-TZVPD basis.

Structure (XYZ):
```
102
Properties=species:S:1:pos:R:3
Ta -10.03 -10.32 12.27
C -9.30 -8.38 17.20
S -7.82 -8.87 16.27
C -8.44 -9.14 14.64
S -10.09 -8.77 14.23
N -7.60 -9.55 13.75
N -8.12 -9.26 12.39
C -7.24 -8.64 11.69
C -7.51 -7.83 10.42
C -6.65 -7.83 9.34
C -6.83 -6.88 8.32
C -7.82 -5.89 8.46
C -8.65 -6.02 9.58
N -8.56 -6.98 10.49
H -8.91 -7.57 17.82
H -9.71 -9.20 17.81
H -10.09 -7.96 16.58
H -6.28 -8.48 12.21
H -5.86 -8.54 9.18
H -6.14 -6.91 7.50
H -7.92 -5.09 7.77
H -9.47 -5.33 9.72
C -8.89 -11.93 18.57
C -10.23 -11.87 18.31
C -10.72 -11.83 17.00
C -9.85 -11.89 15.95
C -8.47 -11.99 16.17
C -8.01 -12.01 17.49
P -10.53 -12.03 14.26
C -12.29 -12.17 14.44
C -12.98 -11.08 14.95
C -14.35 -11.20 15.10
C -14.99 -12.39 14.79
C -14.29 -13.47 14.29
C -12.92 -13.34 14.05
C -9.79 -13.55 13.74
C -9.93 -14.78 14.34
C -9.21 -15.87 13.82
C -8.43 -15.72 12.72
C -8.27 -14.49 12.07
C -7.41 -14.32 10.97
C -7.21 -13.07 10.47
C -7.92 -11.92 10.96
C -8.81 -12.05 12.02
C -8.96 -13.36 12.58
H -8.51 -11.95 19.58
H -10.96 -11.78 19.10
H -11.77 -11.68 16.85
H -7.76 -12.01 15.34
H -6.94 -12.03 17.67
H -12.46 -10.19 15.22
H -14.91 -10.35 15.45
H -16.03 -12.45 15.00
H -14.78 -14.40 14.04
H -12.35 -14.16 13.65
H -10.57 -14.92 15.21
H -9.29 -16.87 14.25
H -7.92 -16.60 12.28
H -6.90 -15.13 10.44
H -6.53 -12.91 9.65
H -7.71 -10.98 10.44
C -13.51 -12.60 11.00
C -12.10 -12.23 11.06
O -11.27 -12.82 10.39
O -11.70 -11.22 11.83
H -13.58 -13.71 10.96
H -13.89 -12.20 10.05
H -14.06 -12.21 11.81
O -10.07 -9.87 10.29
S -10.90 -10.36 9.01
C -10.58 -9.02 7.81
C -9.45 -9.45 6.84
C -8.69 -10.54 7.58
C -9.77 -11.46 8.20
H -10.31 -8.18 8.42
H -11.54 -8.86 7.31
H -8.83 -8.58 6.67
H -9.88 -9.81 5.89
H -8.10 -10.10 8.40
H -8.01 -11.06 6.92
H -9.47 -12.23 8.92
H -10.33 -11.98 7.41
C -11.61 -6.55 11.88
P -12.30 -8.22 12.01
C -13.21 -8.34 10.47
C -13.63 -8.09 13.29
C -14.92 -8.54 13.07
C -15.91 -8.45 14.04
C -15.61 -7.92 15.25
C -14.32 -7.47 15.52
C -13.34 -7.52 14.53
H -11.63 -6.07 12.89
H -12.10 -5.87 11.20
H -10.55 -6.65 11.65
H -14.02 -7.58 10.37
H -13.69 -9.31 10.40
H -12.54 -8.24 9.64
H -15.26 -8.94 12.11
H -16.90 -8.76 13.79
H -16.36 -7.81 16.01
H -14.10 -7.01 16.47
H -12.36 -7.08 14.77
```

## Properties
ΔE to the lowest compared entry with this formula, charge and spin (kcal per mole): 36.1
Lowest unoccupied orbital energy (eV): -6.283
Charge: +2
HOMO (eV): -12.9

Computed, not measured: a molecular structure, C44H46N4O6S2SiZr, with the ωB97M-V functional and the def2-TZVPD basis.

Structure (XYZ):
```
104
Properties=species:S:1:pos:R:3
Zr -0.05 -0.11 -0.39
C 1.00 2.26 -2.87
O 0.26 1.06 -2.67
C 0.08 0.26 -3.78
C 0.19 0.70 -5.08
C -0.01 -0.19 -6.14
C -0.30 -1.51 -5.84
C -0.40 -1.96 -4.53
C -0.22 -1.08 -3.45
N -0.32 -1.41 -2.13
N -0.26 -2.82 -1.99
C -0.56 -3.40 -0.85
C -1.23 -2.85 0.27
O -1.70 -1.54 0.01
C -1.43 -3.49 1.46
C -1.04 -4.81 1.63
C -0.43 -5.49 0.55
C -0.04 -6.85 0.64
C 0.58 -7.49 -0.40
C 0.84 -6.81 -1.60
C 0.47 -5.49 -1.72
C -0.18 -4.81 -0.68
H 0.41 2.97 -3.46
H 1.94 2.03 -3.36
H 1.19 2.68 -1.89
H 0.44 1.73 -5.29
H 0.08 0.15 -7.16
H -0.44 -2.22 -6.65
H -0.60 -2.99 -4.30
H -1.91 -2.96 2.27
H -1.20 -5.33 2.57
H -0.23 -7.37 1.57
H 0.87 -8.53 -0.29
H 1.35 -7.31 -2.41
H 0.68 -4.93 -2.62
C -1.37 4.74 3.38
Si -0.57 5.34 1.80
C 1.28 5.53 2.01
C -1.23 7.08 1.45
C -1.09 4.27 0.36
C -1.93 4.72 -0.64
C -2.34 3.86 -1.67
C -1.86 2.57 -1.66
N -1.07 2.10 -0.70
C -0.67 2.91 0.32
S 0.27 2.15 1.52
H -1.09 5.37 4.23
H -1.04 3.72 3.57
H -2.46 4.74 3.29
H 1.50 6.33 2.73
H 1.74 5.80 1.06
H 1.72 4.60 2.35
H -0.91 7.75 2.25
H -2.32 7.11 1.40
H -0.83 7.47 0.51
H -2.28 5.74 -0.63
H -2.99 4.19 -2.47
H -2.10 1.88 -2.46
C 8.10 1.24 1.79
C 6.84 0.88 1.05
C 6.86 -0.02 -0.01
C 5.70 -0.33 -0.70
C 4.50 0.26 -0.34
C 4.46 1.16 0.72
C 5.62 1.46 1.41
S 3.02 -0.21 -1.21
O 3.28 0.01 -2.62
O 2.03 0.76 -0.65
N 2.67 -1.65 -0.88
C 2.81 -2.13 0.48
C 2.05 -1.36 1.56
O 2.56 -1.14 2.64
O 0.84 -1.00 1.24
H 8.84 0.44 1.71
H 7.90 1.41 2.85
H 8.55 2.15 1.38
H 7.80 -0.49 -0.29
H 5.71 -1.04 -1.52
H 3.50 1.58 1.01
H 5.59 2.15 2.24
H 3.86 -2.16 0.80
H 2.43 -3.15 0.50
C -3.45 1.34 1.59
C -3.38 -0.03 0.92
C -3.92 0.09 -0.52
C -1.90 -0.45 0.92
C -4.19 -1.07 1.70
C -4.41 -2.34 1.16
C -5.08 -3.32 1.87
C -5.57 -3.06 3.14
C -5.37 -1.80 3.69
C -4.69 -0.82 2.98
H -2.95 2.08 0.97
H -2.94 1.35 2.56
H -4.49 1.65 1.73
H -3.11 0.22 -1.23
H -4.59 0.95 -0.61
H -4.48 -0.79 -0.83
H -1.57 -0.72 1.93
H -4.00 -2.58 0.19
H -5.19 -4.31 1.43
H -6.09 -3.83 3.70
H -5.75 -1.58 4.68
H -4.54 0.14 3.44
```

## Properties
ΔE to the lowest compared entry with this formula, charge and spin (kcal per mole): 76.8
Lowest unoccupied orbital energy (eV): 4.023
Charge: -2
HOMO (eV): -0.2

Computed, not measured: a molecular structure, C44H47IrNO3PSbSeTe2 at a distorted geometry, with the ωB97M-V functional and the def2-TZVPD basis.

Structure (XYZ):
```
101
Properties=species:S:1:pos:R:3
Ir 0.12 0.14 -0.05
C 3.85 -0.41 2.21
C 3.64 0.46 3.31
C 2.42 1.06 3.44
C 1.40 0.83 2.52
N 1.59 -0.07 1.48
C 2.81 -0.63 1.35
C 0.12 1.48 2.53
C -0.27 2.36 3.56
C -1.49 3.00 3.51
C -2.39 2.73 2.48
C -2.04 1.83 1.48
C -0.77 1.25 1.44
H 4.79 -0.92 2.08
H 4.43 0.64 4.02
H 2.24 1.72 4.27
H 2.93 -1.31 0.51
H 0.40 2.56 4.38
H -1.75 3.70 4.29
H -3.34 3.23 2.45
H -2.76 1.61 0.70
Se -1.34 -1.33 -1.44
C -2.21 -4.38 4.04
C -1.62 -4.94 2.78
C -1.50 -6.31 2.61
C -0.94 -6.85 1.47
C -0.49 -6.02 0.46
C -0.61 -4.65 0.62
C -1.17 -4.10 1.76
Sb -1.25 -1.92 1.92
C -3.42 -1.70 2.26
C -3.86 -0.76 3.18
C -5.20 -0.45 3.31
C -6.12 -1.05 2.47
C -5.68 -1.95 1.52
C -4.34 -2.30 1.40
C -3.94 -3.27 0.33
C 0.07 -2.05 3.68
C 1.20 -2.77 3.31
C 2.30 -2.87 4.15
C 2.28 -2.21 5.37
C 1.16 -1.49 5.73
C 0.05 -1.39 4.90
C -1.13 -0.60 5.36
H -2.58 -5.18 4.68
H -3.03 -3.70 3.81
H -1.45 -3.82 4.59
H -1.86 -6.97 3.39
H -0.87 -7.93 1.36
H -0.05 -6.43 -0.43
H -0.27 -4.00 -0.18
H -3.15 -0.23 3.79
H -5.52 0.27 4.05
H -7.16 -0.79 2.54
H -6.40 -2.38 0.83
H -4.81 -3.78 -0.07
H -3.24 -4.01 0.70
H -3.46 -2.74 -0.49
H 1.23 -3.27 2.35
H 3.16 -3.44 3.84
H 3.13 -2.27 6.03
H 1.16 -0.97 6.68
H -0.97 -0.20 6.36
H -2.02 -1.23 5.39
H -1.31 0.24 4.69
C 2.17 1.35 -5.84
C 2.09 1.13 -4.34
O 1.94 -0.24 -4.07
P 0.87 -0.63 -2.83
O 1.63 -0.11 -1.60
Te -3.34 -0.35 -2.48
O 1.11 -2.25 -2.86
C 2.40 -2.81 -2.75
C 2.73 -3.62 -3.99
H 2.24 2.41 -6.07
H 1.28 0.94 -6.31
H 3.04 0.84 -6.24
H 1.24 1.69 -3.92
H 3.00 1.50 -3.85
H 2.41 -3.46 -1.86
H 3.15 -2.02 -2.60
H 1.97 -4.39 -4.12
H 3.70 -4.10 -3.89
H 2.73 -2.98 -4.87
C -1.57 3.41 -3.46
Te -1.06 2.00 -1.79
C 0.57 3.36 -1.50
C 0.53 4.42 -2.55
C 1.55 5.36 -2.62
C 1.47 6.42 -3.51
C 0.36 6.54 -4.33
C -0.62 5.57 -4.31
C -0.54 4.48 -3.44
H -2.56 3.80 -3.26
H -1.59 2.90 -4.42
H 1.52 2.83 -1.52
H 0.48 3.83 -0.51
H 2.40 5.27 -1.95
H 2.26 7.16 -3.54
H 0.27 7.39 -4.99
H -1.48 5.66 -4.96
```

## Properties
Lowest unoccupied orbital energy (alpha / beta) (eV): 1.339 / 1.338
Charge: -1
HOMO (alpha / beta) (eV): -3.4 / -3.4